Computed, not measured: a structure of composition C45H65BrHgN3P2SSi in a non-equilibrium geometry, with ωB97M-V/def2-TZVPD.

The geometry in ORCA input format:
```
! RIJCOSX wB97M-V def2-TZVPD def2/J DEFGRID3
* xyz -2 2
Hg 14.568 13.098 11.751
C 11.657 11.261 13.048
Si 13.267 11.987 13.672
C 14.861 10.525 13.988
C 14.172 9.208 13.952
C 14.882 8.059 14.326
C 16.382 7.961 14.169
C 16.982 9.191 13.476
C 16.253 10.420 13.650
P 16.859 12.185 14.116
C 17.897 12.366 15.710
C 19.151 11.910 15.883
C 19.482 11.163 17.250
C 18.855 11.893 18.314
C 17.230 11.433 18.102
C 16.841 11.624 16.718
C 18.232 12.734 12.722
C 18.429 14.172 13.253
C 19.145 15.014 12.020
C 20.280 14.583 11.156
C 20.742 13.255 11.857
C 19.482 12.162 12.408
C 12.605 12.785 15.357
C 12.741 11.838 16.351
C 12.672 12.160 17.668
C 11.577 13.102 17.981
C 11.401 13.962 16.873
C 12.103 14.064 15.676
P 11.979 15.646 14.476
C 10.215 16.183 14.224
C 9.449 14.840 13.814
C 9.797 14.585 12.386
C 9.430 15.701 11.253
C 10.414 16.939 11.743
C 10.070 17.292 13.145
C 13.040 17.131 15.250
C 13.922 17.331 14.055
C 14.962 16.123 14.023
C 15.982 16.269 15.146
C 15.037 16.044 16.444
C 13.914 17.307 16.635
H 6.680 4.971 17.994
H 10.645 11.426 13.703
H 11.356 10.584 12.281
H 13.087 9.417 14.035
H 14.406 7.090 14.483
H 17.002 6.819 14.049
H 18.338 9.564 13.554
H 17.650 13.577 15.776
H 19.842 12.804 15.834
H 19.510 11.135 14.932
H 20.596 10.845 17.176
H 18.960 10.326 17.079
H 18.763 12.884 18.084
H 19.600 11.833 19.096
H 16.695 12.102 18.721
H 17.176 10.392 18.295
H 15.760 11.865 16.484
H 16.414 10.587 16.172
H 17.622 12.815 11.944
H 19.397 14.198 14.140
H 17.566 14.713 13.535
H 19.382 15.864 12.308
H 18.275 15.056 11.266
H 21.147 15.213 11.275
H 20.170 14.420 10.113
H 21.682 13.628 12.641
H 21.530 12.549 11.594
H 19.951 11.516 13.042
H 19.429 11.715 11.505
H 13.229 10.596 15.414
H 12.716 11.248 18.387
H 11.222 13.504 19.117
H 10.720 14.951 17.186
H 9.771 16.460 15.183
H 8.413 15.236 13.786
H 9.377 13.972 14.567
H 8.804 14.165 12.138
H 10.432 13.755 11.952
H 8.295 15.426 11.543
H 9.675 15.366 10.147
H 10.554 17.847 11.220
H 11.270 16.299 12.031
H 9.196 17.736 12.926
H 10.832 17.999 13.223
H 12.268 17.656 15.125
H 14.287 18.404 14.048
H 13.304 17.108 13.248
H 15.324 15.927 12.833
H 14.527 15.273 14.289
H 16.262 17.374 15.029
H 16.687 15.428 15.300
H 15.706 15.786 17.157
H 14.734 14.949 16.035
H 14.015 18.519 16.665
H 12.932 17.264 17.315
S 15.847 13.492 10.074
Br 7.896 9.842 8.121
C 9.730 10.411 8.539
C 10.512 9.438 9.381
C 11.797 9.890 9.731
C 12.371 11.087 9.094
C 11.452 11.911 8.255
N 10.142 11.623 8.159
H 10.005 8.576 9.983
H 12.440 9.145 9.995
H 13.385 11.317 9.467
H 11.925 12.839 7.976
C 15.609 10.054 7.693
N 15.018 10.708 6.537
C 14.230 12.093 6.573
C 15.332 10.197 5.291
N 15.436 9.875 4.213
H 15.013 9.793 8.509
H 16.062 11.051 8.016
H 16.424 9.390 7.300
H 14.983 12.837 6.842
H 13.326 12.044 6.822
H 14.125 12.017 5.502
*
```

Frontier orbital gap (alpha / beta) (hartree): 0.063 / 0.034